A structure of composition C17H9Cl5CoINTe. Source: the Open Molecules 2025 dataset; level of theory: the ωB97M-V functional and the def2-TZVPD basis.

The geometry in ORCA input format:
```
! RIJCOSX wB97M-V def2-TZVPD def2/J DEFGRID3
* xyz 0 2
Co 1.452 -0.110 0.234
Cl -0.591 -0.557 -1.420
C -1.136 -0.777 0.224
C -0.155 -0.557 1.181
C -0.519 -0.755 2.500
Cl 0.685 -0.548 3.728
C -1.821 -1.128 2.852
Cl -2.235 -1.357 4.505
C -2.781 -1.318 1.860
Cl -4.388 -1.768 2.282
C -2.435 -1.146 0.520
Cl -3.587 -1.388 -0.736
I 3.397 -0.377 -1.953
C 2.810 -2.206 -1.110
C 3.308 -3.421 -1.525
C 2.850 -4.560 -0.876
C 1.926 -4.428 0.145
C 1.486 -3.162 0.487
N 1.921 -2.063 -0.132
H 4.034 -3.480 -2.323
H 3.221 -5.533 -1.172
H 1.551 -5.295 0.671
H 0.765 -2.996 1.278
Te 2.205 1.884 1.523
C 3.070 2.802 -0.201
C 2.263 3.151 -1.282
C 2.832 3.644 -2.454
C 4.208 3.807 -2.551
C 5.014 3.485 -1.465
C 4.448 2.981 -0.299
H 1.189 3.028 -1.215
H 2.193 3.902 -3.291
H 4.649 4.190 -3.463
H 6.087 3.620 -1.525
H 5.083 2.711 0.536
*
```

Results
**Expectation value of S²**: 0.89
**LUMO level (spin up / spin down)**: -0.6 / -0.4 eV
**Highest occupied orbital energy (spin up / spin down)**: -7.23 / -7.41 eV